Molecular formula: C19H37ClN3O7
Method: DFT, ωB97M-V/def2-TZVPD

```
67
C19H37ClN3O7, DFT ωB97M-V/def2-TZVPD
O 4.5133 0.8363 3.8983
H 1.4095 1.5486 4.6317
H -3.3658 -5.4316 -1.5018
C 2.2078 5.3581 3.3311
C -4.7628 -0.5131 -1.5360
H 2.8873 2.5862 4.3709
C -4.4668 0.4481 -3.7831
C 0.6154 1.4077 0.5737
N 1.2058 2.7321 0.2467
H -4.3651 -6.6947 -3.2671
C -3.4022 -4.4747 -2.0183
H 5.7599 0.3597 1.2409
H 3.0536 0.1834 2.4269
C -3.5637 -7.3036 -3.6871
H -1.4747 1.8995 2.4269
C 5.1373 1.7237 2.9881
H -2.6904 -0.4662 -2.2324
O 0.5110 3.4385 3.0136
H -3.6102 -1.5085 -4.1795
H 2.5763 4.7083 4.1847
H 0.2594 0.7872 -1.3688
Cl -0.4142 -0.9809 0.0564
C 6.8590 2.3376 1.0244
H -2.9168 -0.7787 -0.5310
H -3.6736 -7.2632 -4.7733
O -1.9743 -5.4592 -3.7578
H 2.9898 5.4169 2.4971
C -0.6839 1.1110 2.7082
H 3.0607 3.6222 1.2448
H 7.0547 0.6915 2.5046
C -3.3330 -0.9788 -1.5184
H -5.1175 -1.1945 -5.0165
C 1.4695 2.4725 2.5558
O -5.2566 0.0521 -2.6506
H 7.8665 1.9353 0.6387
H 2.7872 -0.3071 4.1657
H -3.3075 -2.0492 -1.7152
O 4.9545 2.9708 2.9748
O -2.0795 -3.2569 -3.5575
H -3.1678 -3.7159 -1.2750
H -1.4282 -7.4185 -3.7409
H -3.7057 -8.3351 -3.3569
H -4.4103 -4.3103 -2.4038
N 0.6272 1.3185 2.0198
H -3.5570 0.9622 -3.4625
C 2.3434 2.7454 1.2569
H -5.0618 1.1835 -4.3284
H -1.1649 0.1029 2.4221
C 0.8491 4.8004 2.6494
H -3.6203 -0.4147 -5.5714
C -4.1823 -0.7331 -4.6902
H -0.5811 1.0687 3.8520
N 0.2103 0.5557 -0.3649
H -2.0301 -6.8533 -2.1983
C -2.1953 -6.7956 -3.2768
C -2.4208 -4.3494 -3.1519
H 2.0130 6.4443 3.6563
H 1.6482 2.7605 -0.6894
H 0.0063 5.4578 3.0814
C 2.2047 1.8221 3.8453
H 2.8862 1.7698 1.0342
C 3.1330 0.5635 3.4960
H 7.1181 3.2777 1.6348
O -5.4808 -0.6973 -0.5812
H 6.2323 2.6481 0.1158
H 0.8093 4.9998 1.5142
C 6.2054 1.1762 1.9034
```

As for the net charge: +1. The HOMO-LUMO gap comes out at 8.255 eV. Its HOMO energy is -12.080 eV.

Here are the Mulliken charges for atoms 1 to 2, given in e: atom 1 (O): -0.435, atom 2 (H): 0.412